(1)
Formula: C5H9N2S
Source: OMol25
Level of theory: wB97M-V/def2-TZVPD

- Net charge: +1
- Gap between HOMO and LUMO: 0.2987 Eh
- HOMO: -12.8846 eV
- SMILES string: C[N+]1(C)C=CC(=S)N1

Element x y z (Å)
C -1.5211 0.2799 0.6078
N -0.3340 0.0895 -0.1940
C -0.5817 0.1047 -1.7156
C 0.3865 -1.3894 0.2119
C 1.4663 -1.1440 0.9536
C 1.7015 0.3367 1.0174
S 2.9336 1.2534 1.5905
N 0.6990 0.9815 0.2968
H -2.3018 0.8404 0.0233
H -2.0081 -0.5977 0.8097
H -1.3704 0.8607 1.4223
H -0.9607 1.1284 -1.7933
H 0.2588 -0.1124 -2.4286
H -1.2971 -0.5869 -2.0045
H -0.0949 -2.2008 -0.2415
H 2.0852 -1.7479 1.5982
H 0.9389 1.9038 -0.1538

Atoms 1-2, force components in eV/Å:
-2.5832 1.2767 -3.4451
3.8799 -2.9484 -0.5271

=====

(2)
Formula: C5H9N2S
Source: OMol25
Level of theory: wB97M-V/def2-TZVPD

- Net charge: +1
- Gap between HOMO and LUMO (alpha / beta): 0.2907 / 0.2908 Eh
- HOMO (alpha / beta): -12.6679 / -12.6682 eV

Element x y z (Å)
C -1.8072 1.3492 0.0110
C -2.9427 0.6175 0.0754
C -0.3755 1.1720 -0.1606
C 1.4076 -0.3775 0.0153
C 2.2192 -1.2571 -0.8575
N 0.1689 0.0342 -0.2162
N 1.8932 -0.1739 1.2616
S -3.4604 -0.9971 -0.0596
H -2.1403 2.3717 0.3034
H -3.9097 1.2244 0.1769
H 0.0646 2.1233 0.0025
H 3.0567 -1.7024 -0.1518
H 2.5537 -0.7363 -1.7405
H 1.6472 -2.0460 -1.3476
H -2.4623 -1.5685 -0.6529
H 1.3311 0.4529 1.9218
H 2.7560 -0.4864 1.4188

Atoms 1-2, force components in eV/Å:
-0.7302 1.6822 0.4040
-1.4736 0.2471 -0.4633

=====

(3)
Formula: C5H9N2S
Source: OMol25
Level of theory: wB97M-V/def2-TZVPD

- Net charge: +1
- Gap between HOMO and LUMO: 0.2786 Eh
- HOMO: -11.9241 eV

Element x y z (Å)
C 1.6962 0.4255 -0.8366
C 0.8895 -0.5055 -1.6042
C 0.9075 1.2585 -0.0767
C -0.4642 -0.2271 -1.5004
C -0.4175 -0.2302 1.5519
N -1.5573 -0.9338 -1.9304
N -0.3780 0.2419 2.7652
S -0.8001 1.2093 -0.4491
H 2.7155 0.3685 -0.6284
H 1.3481 -1.3112 -2.1447
H 1.3552 1.8651 0.6338
H -1.2370 -0.8696 1.3046
H 0.5275 -0.3554 1.0483
H -1.4527 -1.4405 -2.7624
H -2.4225 -0.3677 -2.1549
H -1.0982 0.2242 3.4831
H 0.3881 0.6480 3.3008

Atoms 1-2, force components in eV/Å:
-3.6053 0.1297 0.9658
-0.6933 1.1733 0.5264

=====

(4)
Formula: C5H9N2Si
Source: OMol25
Level of theory: wB97M-V/def2-TZVPD

- Net charge: +1
- Gap between HOMO and LUMO: 0.3094 Eh
- HOMO: -12.8130 eV

Element x y z (Å)
C -1.4434 0.9976 -0.1471
C -0.3461 -1.1107 0.2477
C -0.4286 1.7693 -0.3599
C -1.4921 -0.4187 0.2557
C 1.2243 0.1607 0.0412
N 0.8458 1.3834 -0.1610
N -2.7076 -1.0987 0.2744
Si 2.9729 -0.6707 0.0411
H -2.5010 1.2946 -0.2629
H -0.0374 -2.0439 0.4755
H -0.7607 2.7744 -0.7120
H 1.5117 2.0394 -0.5386
H -3.5415 -0.4823 0.4586
H -2.7077 -2.0963 0.2938
H 2.8771 -0.7667 -1.4136
H 2.4815 -1.8075 0.8276
H 4.0526 0.0761 0.6794

Atoms 1-2, force components in eV/Å:
-4.2323 -3.0965 1.2511
3.9695 6.3819 -0.5923

=====

(5)
Formula: C5H9N3
Source: OMol25
Level of theory: wB97M-V/def2-TZVPD

- Gap between HOMO and LUMO: 0.3418 Eh
- HOMO: -8.3453 eV
- SMILES string: C1=NNCC12CNC2

Element x y z (Å)
C -1.0800 0.7984 0.8653
N -2.1153 0.4201 0.1047
N -1.6839 -0.4825 -0.6280
C -0.4716 -1.1388 -0.1501
C 0.2271 0.2555 0.1962
C 1.1490 0.9639 -0.7867
N 2.0938 -0.1007 -0.3818
C 1.4076 -0.5545 0.7961
H -1.2081 1.9047 1.3685
H -2.4429 -0.9638 -1.0310
H -0.4902 -1.6988 0.8075
H 0.2721 -1.4576 -1.0450
H 1.2085 2.0195 -0.1479
H 0.7507 1.2598 -1.7813
H 3.1478 0.1337 -0.1170
H 1.1261 -1.6319 0.9059
H 2.1812 -0.3707 1.8510

Atoms 1-2, force components in eV/Å:
-0.4424 4.2391 -0.4308
1.4097 4.6759 5.1948

=====

(6)
Formula: C5H9N3
Source: OMol25
Level of theory: wB97M-V/def2-TZVPD

- Gap between HOMO and LUMO: 0.3080 Eh
- HOMO: -8.1825 eV
- SMILES string: [H]/N=C(C)\C=N\[H].CC#N

Element x y z (Å)
H -0.4979 0.8272 2.9009
N -0.4031 1.4385 2.0911
C -0.6437 0.9261 0.9769
C -1.8340 1.2652 0.1374
C -0.2863 -0.7705 0.8068
N -0.0180 -1.3297 1.9095
H -0.1095 -2.3446 1.9302
H -1.5939 1.1516 -0.9153
H -2.7019 0.6558 0.3893
H -2.0799 2.3147 0.2938
H -0.7820 -1.2746 -0.0346
C 2.0411 -0.8350 -1.9270
C 1.1811 -0.0063 -1.0767
N 0.7910 1.0951 -0.9268
H 1.5250 -1.5340 -2.5842
H 2.8000 -1.3650 -1.3524
H 2.6119 -0.2143 -2.6189

Atoms 1-2, force components in eV/Å:
1.9758 -0.4459 -0.2861
-1.7816 1.2755 -0.0625

=====

(7)
Formula: C5H9N3
Source: OMol25
Level of theory: wB97M-V/def2-TZVPD

- Gap between HOMO and LUMO: 0.2975 Eh
- HOMO: -7.7621 eV

Element x y z (Å)
C -3.0164 0.1407 0.1648
C -0.4015 -0.1594 -0.0308
C 1.7962 -1.0574 0.2888
C 2.2941 0.3250 -0.1261
C 1.3853 1.2785 -0.0478
H -2.9432 1.2103 -0.2173
H -3.8559 -0.3353 -0.3190
H -2.9731 0.3161 1.2640
H -1.7408 -1.4928 -0.4410
H 2.0471 -1.2998 1.2916
H 2.2475 -1.7044 -0.5358
H 3.3311 0.4934 -0.6710
H 1.3657 2.3489 -0.3501
H -0.7341 1.9555 0.4125
N -1.7708 -0.4136 -0.3782
N 0.4054 -1.2083 -0.0464
N 0.0667 0.9567 0.1492

Atoms 1-2, force components in eV/Å:
2.7347 3.1092 -0.2661
-2.5914 -9.3393 -0.7778

=====

(8)
Formula: C5H9N3
Source: OMol25
Level of theory: wB97M-V/def2-TZVPD

- Gap between HOMO and LUMO: 0.3568 Eh
- HOMO: -8.8349 eV

Element x y z (Å)
C -1.4965 -1.1595 -0.7525
C -1.4350 -0.2252 0.2880
C 0.6092 -0.4575 0.7574
C -1.2178 1.1232 -0.0319
C -0.7011 2.3726 0.0980
H -1.9920 -0.5900 -1.8594
H -2.0477 -1.9505 -0.4139
H -0.3165 -1.4680 -0.8060
H -2.3762 -0.0840 0.8092
H 1.3975 -1.2325 1.1697
H 0.8661 1.1199 -0.4376
H 3.0349 -0.1561 0.7840
H 2.8223 -0.6524 -0.6848
H -0.5852 3.4707 0.2865
N -0.4409 -0.5139 1.3266
N 1.1953 0.2360 -0.2652
N 2.6835 0.1672 -0.2680

Atoms 1-2, force components in eV/Å:
2.8498 0.1403 -6.0285
-1.9949 3.6317 4.0613

=====

(9)
Formula: C5H9N3
Source: OMol25
Level of theory: wB97M-V/def2-TZVPD

- Gap between HOMO and LUMO: 0.3171 Eh
- HOMO: -7.7374 eV

Element x y z (Å)
C 0.1703 -0.6326 0.2881
C 1.9385 1.0050 0.7888
C 2.2285 -0.7786 -1.0688
C -3.3079 -0.1931 0.3013
C 1.3377 -0.1250 -0.0557
N -1.0018 -0.8789 0.5538
N -1.9961 0.1931 -0.1138
N -1.5784 1.1157 -0.6369
H 1.2240 1.4418 1.4892
H 2.8616 0.6201 1.3359
H 2.1121 1.7553 0.1635
H 3.2320 -0.5272 -0.7146
H 1.9488 -0.1748 -2.0190
H 1.9300 -1.8487 -1.2424
H -3.8707 0.3091 1.1243
H -3.3122 -1.2438 0.4233
H -3.9164 -0.0372 -0.6170

Atoms 1-2, force components in eV/Å:
-0.5647 0.4646 -0.0411
-0.6514 -3.7889 2.6330

=====

(10)
Formula: C5H9N3
Source: OMol25
Level of theory: wB97M-V/def2-TZVPD

- Gap between HOMO and LUMO (alpha / beta): 0.2505 / 0.3386 Eh
- HOMO (alpha / beta): -7.7160 / -8.5127 eV

Element x y z (Å)
C -0.3829 1.0933 1.4071
C -0.7887 -0.7123 -1.3962
C -0.2832 -1.4029 1.5474
C 0.5105 -0.2094 -0.5772
C -0.1390 -0.0687 0.8463
N -0.3754 2.1661 1.8585
N 1.2025 1.9919 -0.9257
N 1.1710 0.7483 -1.3755
H -0.5297 -1.1214 -2.4279
H -1.3957 -1.3767 -0.9342
H -1.3725 0.0663 -1.6242
H 0.5426 -1.9382 1.4094
H -0.4606 -1.2857 2.5505
H -1.2811 -1.9511 1.3574
H 1.1202 -1.1160 -0.2889
H 1.2160 2.8156 -1.4463
H 1.2460 2.3009 0.0195

Atoms 1-2, force components in eV/Å:
-0.0890 2.7225 1.3418
4.8012 -0.9520 -2.3704

=====

(11)
Formula: C5H9N3
Source: OMol25
Level of theory: wB97M-V/def2-TZVPD

- Gap between HOMO and LUMO: 0.3317 Eh
- HOMO: -8.1400 eV
- SMILES string: N/N=C1/CC=CCN1

Element x y z (Å)
N 0.0387 1.9200 2.2205
N 1.0460 1.0397 1.4846
C 0.5453 0.1887 0.5840
C 1.3532 -0.3174 -0.4982
C 0.7067 -0.6824 -1.7980
C -0.6187 -0.8918 -1.6963
C -1.4010 -0.7635 -0.4699
N -0.8005 -0.0353 0.5231
H 0.7508 2.5751 2.5711
H -0.4730 1.4014 3.1252
H 1.7541 -1.3598 -0.1610
H 2.3365 0.4444 -0.4029
H 1.3336 -0.8305 -2.8618
H -1.2003 -1.1939 -2.6289
H -1.7992 -1.8052 -0.1119
H -2.2222 -0.2358 -0.9950
H -1.3499 0.5463 1.1153

Atoms 1-2, force components in eV/Å:
0.0901 -2.7036 1.3020
-1.2650 -0.8416 -1.3001

=====

(12)
Formula: C5H9N3
Source: OMol25
Level of theory: wB97M-V/def2-TZVPD

- Gap between HOMO and LUMO: 0.3324 Eh
- HOMO: -8.2584 eV

Element x y z (Å)
C -0.7410 0.2618 -0.0958
C 0.0762 0.1626 1.0015
C 0.9346 1.2548 0.3073
C 0.4508 0.5506 -0.8792
C 0.9652 -0.7917 -1.1564
H -1.8869 -1.5739 -0.2765
H -2.7819 -0.5064 0.2561
H -1.1906 1.3463 0.0465
H -0.3387 0.3890 1.9246
H 2.0679 1.6158 -0.1735
H 0.3663 2.1416 0.6716
H 0.5536 1.4265 -1.6838
H 1.0043 -1.1563 -2.2115
H 0.8334 -1.6646 1.8412
N -1.9635 -0.5854 -0.4340
N 1.0582 -1.6822 -0.1872
N 0.5922 -1.1885 1.0491

Atoms 1-2, force components in eV/Å:
-9.4046 3.5947 -2.9293
4.2957 -3.1053 5.4925

=====

(13)
Formula: C5H9N3
Source: OMol25
Level of theory: wB97M-V/def2-TZVPD

- Net charge: +1
- Spin multiplicity: 2
- Gap between HOMO and LUMO (alpha / beta): 0.3454 / 0.1961 Eh
- HOMO (alpha / beta): -13.2973 / -13.2895 eV

Element x y z (Å)
C -1.1209 -1.3354 -0.6534
C -1.2202 -0.4633 0.6328
C -0.2688 0.6450 0.5281
C 1.1534 0.5992 0.7562
N 1.6308 1.7451 0.2936
C 0.5604 2.4537 -0.2144
N -0.5703 1.8114 -0.0693
N -0.0349 -2.3310 -0.5745
H -1.0257 -0.7373 -1.5554
H -2.0482 -1.9006 -0.6879
H -0.9859 -1.1278 1.4789
H -2.2541 -0.2077 0.8068
H 1.8032 -0.1202 1.2284
H 2.6150 1.9956 0.2526
H 0.6330 3.3915 -0.7392
H 0.4013 -2.4188 -1.4902
H 0.7320 -1.9996 0.0069

Atoms 1-2, force components in eV/Å:
0.2126 -0.7420 0.2110
0.3517 -1.0553 0.5654